{"formula": "C32H63BN2O6", "method": "wB97M-V/def2-TZVPD", "species": ["C", "C", "C", "C", "C", "C", "C", "C", "C", "C", "C", "C", "C", "C", "C", "O", "O", "N", "C", "C", "C", "C", "C", "O", "C", "C", "C", "B", "O", "O", "H", "H", "H", "H", "H", "H", "H", "H", "H", "H", "H", "H", "H", "H", "H", "H", "H", "H", "H", "H", "H", "H", "H", "H", "H", "H", "H", "H", "H", "H", "H", "H", "H", "H", "H", "H", "H", "H", "H", "H", "H", "H", "H", "H", "H", "C", "C", "C", "C", "C", "C", "N", "O", "C", "C", "C", "H", "H", "H", "H", "H", "H", "H", "H", "H", "H", "H", "H", "H", "H", "H", "H", "H", "H"], "coordinates": [[1.516, -3.678, 2.180], [1.612, -3.802, 0.729], [0.709, -2.844, -0.234], [0.954, -1.357, 0.368], [0.957, -0.183, -0.706], [1.605, 1.122, 0.038], [0.777, 1.610, 1.315], [-0.303, 2.789, 0.983], [-1.784, 2.255, 1.325], [-2.580, 2.079, -0.070], [-3.839, 3.108, -0.018], [-4.438, 3.191, -1.511], [-5.619, 2.119, -1.705], [-6.586, 2.605, -2.914], [1.290, -3.017, -1.733], [2.360, -3.679, -1.991], [0.694, -2.411, -2.847], [-0.687, -3.312, -0.063], [-1.676, -2.499, -0.823], [-3.214, -2.695, -0.315], [-4.113, -3.430, -1.446], [-5.251, -4.382, -0.809], [-6.468, -3.469, -0.227], [-6.302, -3.297, 1.203], [-7.552, -3.405, 1.916], [-8.254, -1.962, 2.197], [-0.893, -4.739, -0.440], [-1.381, -5.691, 0.816], [-0.791, -7.031, 0.909], [-2.307, -5.280, 1.835], [1.904, -2.790, 2.774], [0.946, -4.538, 2.698], [2.301, -4.620, 0.341], [0.063, -1.179, 1.084], [1.926, -1.273, 0.972], [1.611, -0.343, -1.624], [-0.066, 0.162, -1.073], [1.654, 1.962, -0.757], [2.694, 0.825, 0.254], [1.543, 2.113, 2.025], [0.286, 0.785, 1.926], [-0.160, 3.160, -0.084], [-0.091, 3.670, 1.702], [-2.301, 3.081, 1.948], [-1.805, 1.319, 1.986], [-2.978, 1.003, -0.149], [-1.918, 2.281, -0.985], [-4.585, 2.625, 0.718], [-3.526, 4.137, 0.364], [-3.593, 2.908, -2.230], [-4.741, 4.271, -1.721], [-5.139, 1.093, -1.905], [-6.219, 2.073, -0.720], [-7.664, 2.319, -2.618], [-6.537, 3.736, -3.075], [-6.234, 2.032, -3.847], [-1.493, -1.375, -0.812], [-1.696, -2.801, -1.942], [-3.291, -3.176, 0.714], [-3.677, -1.640, -0.206], [-3.470, -3.988, -2.230], [-4.686, -2.635, -2.063], [-5.633, -5.121, -1.590], [-4.756, -4.905, 0.091], [-7.432, -4.016, -0.522], [-6.492, -2.439, -0.746], [-8.322, -4.088, 1.421], [-7.326, -3.850, 2.947], [-9.357, -2.135, 2.496], [-8.175, -1.253, 1.306], [-7.764, -1.447, 3.106], [0.007, -5.274, -0.894], [-1.742, -4.848, -1.223], [-0.066, -6.908, 1.575], [-1.988, -4.477, 2.297], [6.805, 1.362, -1.445], [6.000, 2.649, -1.100], [6.771, 3.944, -1.482], [7.803, 4.433, -0.476], [7.234, 4.435, 0.939], [6.657, 3.057, 1.324], [5.623, 2.591, 0.344], [4.535, 3.340, 0.515], [7.835, 2.057, 1.433], [6.096, 3.113, 2.766], [4.785, 2.583, -2.072], [7.088, 0.775, -0.572], [6.213, 0.661, -2.042], [7.716, 1.587, -2.006], [6.050, 4.761, -1.620], [7.258, 3.813, -2.453], [8.709, 3.824, -0.531], [8.112, 5.452, -0.737], [8.022, 4.724, 1.643], [6.464, 5.210, 1.018], [7.482, 1.059, 1.705], [8.539, 2.377, 2.206], [8.424, 1.973, 0.520], [5.326, 3.879, 2.893], [6.889, 3.349, 3.482], [5.671, 2.148, 3.055], [4.125, 1.743, -1.834], [5.131, 2.452, -3.101], [4.188, 3.499, -2.061]], "multiplicity": 1, "e_tot_ev": -50133.196, "gap_ev": 1.864, "e_homo_ha": -0.250, "largest_force_ev_per_a": 7.44}

{"formula": "C6H5NOS", "method": "wB97M-V/def2-TZVPD", "species": ["C", "C", "C", "C", "C", "C", "N", "O", "S", "H", "H", "H", "H", "H"], "coordinates": [[-0.376, 2.221, -0.522], [-0.293, -2.132, -0.487], [0.135, -0.781, -0.831], [-0.779, -2.007, 0.833], [-0.150, 0.051, 0.271], [0.156, 1.458, 0.597], [-0.691, 2.884, -1.416], [-0.749, -0.770, 1.198], [2.018, 1.749, 0.709], [-0.636, -2.945, -1.069], [0.712, -0.376, -1.645], [-1.347, -2.629, 1.428], [-0.295, 1.829, 1.494], [2.296, 1.448, -0.557]], "multiplicity": 1, "smiles": "N#C[C@H](S)c1ccco1", "e_tot_ev": -20673.690, "gap_ev": 9.339, "e_homo_ha": -0.328, "largest_force_ev_per_a": 4.72}

{"formula": "C2HNO3P", "method": "wB97M-V/def2-TZVPD", "species": ["C", "C", "N", "O", "O", "O", "P", "H"], "coordinates": [[0.756, -0.620, -1.574], [1.718, 0.208, -2.067], [-0.336, 1.090, 0.304], [2.130, 1.208, -2.559], [2.328, -1.103, -2.047], [1.165, -3.144, -0.716], [1.659, -1.788, -0.474], [-0.676, 0.189, 0.641]], "s2": 2.008, "multiplicity": 3, "e_tot_ev": -19006.898, "gap_ev": [8.272, 6.576], "e_homo_ha": [-0.143, -0.143], "charge": -1, "largest_force_ev_per_a": 1.85}